Formula: C4H7NOS
Source: OMol25
Level of theory: ωB97M-V/def2-TZVPD

Cartesian coordinates (Å):
C (-2.370, -1.205, 0.435)
C (0.622, -0.984, -0.723)
C (0.433, 0.085, 0.330)
C (-0.684, 0.917, -0.011)
N (-3.383, -1.707, 0.726)
O (-1.275, 1.891, 0.783)
S (-0.968, 1.295, -1.711)
H (1.278, -1.776, -0.344)
H (1.093, -0.626, -1.649)
H (-0.256, -1.395, -1.001)
H (1.381, 0.698, 0.702)
H (0.410, -0.474, 1.331)
H (-1.001, 1.842, 1.680)
H (-1.959, 2.241, -1.176)

Energy relative to the best compared isomer or geometry (same formula, charge and spin), eV: 4.681
HOMO level, eV: -8.8872
2S+1: 1
Strongest force on any atom, eV Å⁻¹: 4.4

=====

Formula: C3H5NOS
Source: OMol25
Level of theory: ωB97M-V/def2-TZVPD

Cartesian coordinates (Å):
C (-0.266, -0.163, -1.347)
C (0.924, 0.077, -0.330)
C (0.678, -0.432, 0.995)
H (-1.170, -0.104, -0.820)
H (-0.347, 0.508, -2.178)
H (-0.123, -1.206, -1.742)
H (1.390, -1.190, 1.378)
H (-1.864, 0.963, 1.770)
N (-0.324, -0.247, 1.803)
O (-1.081, 0.785, 1.237)
S (2.184, 1.008, -0.764)

Energy relative to the best compared isomer or geometry (same formula, charge and spin), eV: 3.243
HOMO level, eV: -8.8656
2S+1: 1
Strongest force on any atom, eV Å⁻¹: 3.7
SMILES: CC(=S)/C=N\O

=====

Formula: C27H37N2O13P4Tl
Source: OMol25
Level of theory: ωB97M-V/def2-TZVPD

Cartesian coordinates (Å):
Tl (0.168, -1.200, -0.004)
O (-4.129, -1.339, 2.548)
C (-3.321, -1.080, 1.660)
O (-2.272, -1.717, 1.329)
C (-3.613, 0.175, 0.798)
P (-2.527, 0.198, -0.682)
C (-3.497, -0.815, -1.861)
C (-4.253, -1.904, -1.431)
C (-4.931, -2.695, -2.348)
C (-4.852, -2.421, -3.705)
C (-4.077, -1.354, -4.143)
C (-3.400, -0.562, -3.230)
C (-2.835, 1.872, -1.387)
C (-1.722, 2.648, -1.702)
C (-1.870, 3.937, -2.195)
C (-3.139, 4.466, -2.377)
C (-4.258, 3.698, -2.076)
C (-4.105, 2.409, -1.590)
H (-3.391, 1.055, 1.406)
H (-4.676, 0.199, 0.552)
H (-4.309, -2.148, -0.377)
H (-5.519, -3.535, -1.996)
H (-5.378, -3.042, -4.420)
H (-3.988, -1.146, -5.202)
H (-2.769, 0.246, -3.579)
H (-0.734, 2.214, -1.585)
H (-0.995, 4.520, -2.452)
H (-3.260, 5.470, -2.766)
H (-5.252, 4.104, -2.222)
H (-4.981, 1.809, -1.369)
C (1.510, -4.921, 4.062)
C (1.791, -3.602, 3.360)
O (2.924, -2.984, 3.978)
P (2.247, -3.871, 1.618)
O (0.928, -4.433, 0.949)
O (3.198, -5.182, 1.603)
O (2.930, -2.762, 0.918)
P (0.345, -2.434, 3.513)
O (-0.728, -3.251, 2.595)
O (-0.047, -2.379, 4.939)
O (0.786, -1.197, 2.783)
H (2.439, -5.472, 4.212)
H (0.831, -5.536, 3.472)
H (1.046, -4.707, 5.025)
H (2.821, -2.031, 3.841)
H (0.136, -4.079, 1.422)
H (4.097, -4.872, 1.472)
H (-1.496, -2.661, 2.327)
O (3.714, 0.940, -5.419)
C (4.505, 0.420, -4.509)
O (5.708, 0.305, -4.667)
C (3.861, -0.035, -3.251)
C (4.567, -0.598, -2.206)
N (3.689, -0.819, -1.218)
N (2.450, -0.446, -1.553)
C (2.524, 0.036, -2.778)
C (1.249, 0.505, -3.450)
O (1.400, 1.032, -4.594)
O (0.189, 0.364, -2.821)
H (2.737, 0.965, -5.078)
H (5.611, -0.845, -2.136)
H (3.795, -1.329, -0.347)
C (-0.660, 3.502, 2.681)
C (-0.615, 2.176, 1.927)
P (1.023, 1.580, 1.310)
C (1.947, 1.475, 2.900)
C (3.333, 0.855, 2.730)
C (1.714, 3.132, 0.561)
C (2.872, 2.856, -0.400)
H (-1.665, 3.680, 3.072)
H (-0.407, 4.339, 2.029)
H (0.027, 3.511, 3.528)
H (-1.270, 2.226, 1.056)
H (-0.994, 1.362, 2.554)
H (1.345, 0.816, 3.529)
H (2.009, 2.462, 3.366)
H (3.257, -0.087, 2.183)
H (3.785, 0.645, 3.703)
H (4.012, 1.517, 2.189)
H (2.017, 3.820, 1.356)
H (0.895, 3.607, 0.012)
H (3.697, 2.350, 0.102)
H (3.260, 3.783, -0.829)
H (2.548, 2.213, -1.217)

Energy relative to the best compared isomer or geometry (same formula, charge and spin), eV: 0.497
HOMO level, eV: -3.2174
2S+1: 1
Strongest force on any atom, eV Å⁻¹: 0.8
Total charge: -2

=====

Formula: C3H13N2O
Source: OMol25
Level of theory: ωB97M-V/def2-TZVPD

Cartesian coordinates (Å):
N (0.777, -1.273, 0.100)
C (-0.479, -0.648, -0.429)
C (-0.118, 0.309, -1.553)
C (-1.169, 0.008, 0.758)
N (-2.349, 0.715, 0.309)
H (0.554, -1.788, 0.946)
H (1.477, -0.530, 0.323)
H (1.176, -1.877, -0.612)
H (-1.087, -1.475, -0.770)
H (0.441, 1.173, -1.177)
H (-0.975, 0.675, -2.103)
H (0.595, -0.189, -2.227)
H (-1.311, -0.750, 1.560)
H (-0.495, 0.718, 1.256)
H (-3.039, 0.080, -0.081)
H (-2.814, 1.167, 1.092)
H (2.378, 1.639, 0.633)
H (3.543, 0.635, 0.312)
O (2.674, 0.723, 0.725)

Energy relative to the best compared isomer or geometry (same formula, charge and spin), eV: 0.373
HOMO level, eV: -13.4205
2S+1: 1
Strongest force on any atom, eV Å⁻¹: 1.0
Total charge: +1

=====

Formula: C5H8
Source: OMol25
Level of theory: ωB97M-V/def2-TZVPD

Cartesian coordinates (Å):
C (-0.058, -0.908, 0.864)
C (-1.521, 0.041, -0.456)
C (-0.563, 1.053, -0.825)
C (0.742, 0.903, -0.579)
C (1.157, -0.366, 0.119)
H (0.004, -1.998, 1.049)
H (-0.237, -0.409, 1.813)
H (-1.170, -1.056, -0.193)
H (-2.369, 0.417, 0.130)
H (-0.969, 1.971, -1.258)
H (1.475, 1.651, -0.854)
H (1.506, -1.110, -0.614)
H (2.001, -0.188, 0.802)

Energy relative to the best compared isomer or geometry (same formula, charge and spin), eV: 3.710
HOMO level, eV: -7.4090
2S+1: 1
Strongest force on any atom, eV Å⁻¹: 2.3

=====

Formula: C3H6O3
Source: OMol25
Level of theory: ωB97M-V/def2-TZVPD

Cartesian coordinates (Å):
O (-0.661, -0.853, 1.463)
C (0.379, -0.947, 0.535)
C (0.916, 0.440, 0.032)
O (-0.690, 0.175, -2.019)
C (-1.095, 0.737, -1.067)
O (-1.838, 1.016, -0.184)
H (-1.355, -0.324, 1.043)
H (0.138, -1.616, -0.307)
H (1.214, -1.448, 1.067)
H (1.769, 0.257, -0.634)
H (1.098, 1.084, 0.875)
H (0.173, 1.469, -0.641)

Energy relative to the best compared isomer or geometry (same formula, charge and spin), eV: 2.723
HOMO level, eV: -10.6228
2S+1: 1
Strongest force on any atom, eV Å⁻¹: 4.3

=====

Formula: C4H6N2O
Source: OMol25
Level of theory: ωB97M-V/def2-TZVPD

Cartesian coordinates (Å):
O (-0.464, -2.026, -1.563)
C (-0.258, -1.067, -0.840)
N (-0.932, 0.132, -0.911)
C (-0.334, 1.320, -0.324)
C (0.440, 1.213, 0.917)
C (0.584, -0.191, 1.320)
N (0.685, -1.036, 0.161)
H (-1.536, 0.225, -1.715)
H (-1.096, 2.090, -0.162)
H (0.420, 1.813, -0.968)
H (1.396, -1.730, 0.174)
H (1.432, -0.352, 1.997)
H (-0.337, -0.390, 1.913)

Energy relative to the best compared isomer or geometry (same formula, charge and spin), eV: 3.374
HOMO level, eV: -8.8729
2S+1: 1
Strongest force on any atom, eV Å⁻¹: 0.7

=====

- What is the energy relative to the best compared isomer or geometry (same formula, charge and spin) in the seventh record?
  3.374 eV

=====

- Among the records above, which one has the lowest strongest force on any atom?
  C4H6N2O

=====

- Look up the HOMO level of the fourth one.
  -13.4205 eV